# 1
C21H22Cl2N8O11P2RuS as an isolated structure, computed with the ωB97M-V functional and the def2-TZVPD basis.

Structure (XYZ):
```
68
Properties=species:S:1:pos:R:3:forces:R:3
Ru -0.605 0.415 0.279 -0.6 -0.2 0.0
Cl -5.465 0.826 -0.836 0.0 0.0 0.0
C -4.573 1.610 0.418 0.0 0.0 0.0
C -5.244 2.476 1.295 0.0 0.0 0.0
C -4.565 3.150 2.267 0.0 0.0 0.0
Cl -5.425 4.235 3.321 0.0 0.0 0.0
C -3.168 2.987 2.416 0.0 0.0 0.0
C -2.365 3.693 3.336 0.0 0.0 0.0
C -1.015 3.494 3.343 0.0 0.0 0.0
C -0.449 2.549 2.471 0.0 0.0 0.0
N -1.176 1.837 1.641 0.0 0.2 0.1
C -2.524 2.075 1.557 0.0 0.0 0.0
C -3.212 1.386 0.513 0.0 0.0 0.0
O -2.542 0.619 -0.311 0.0 0.0 0.1
H -6.310 2.614 1.180 0.0 0.0 0.0
H -2.828 4.399 4.011 0.0 0.0 0.0
H -0.369 4.041 4.014 0.0 0.0 0.0
H 0.616 2.360 2.474 0.0 0.0 0.0
N -0.142 0.461 -3.962 -0.1 -0.1 0.1
C 0.482 1.776 -3.581 0.0 0.0 0.0
C 0.481 2.684 -4.807 -0.1 0.0 0.0
P 2.221 1.307 -3.116 0.0 0.1 0.0
O 2.765 2.640 -2.399 0.0 0.0 0.0
O 2.939 1.054 -4.385 0.0 0.0 0.0
O 2.063 0.206 -2.107 0.1 -0.1 0.1
P -0.556 2.548 -2.252 -0.1 0.2 0.1
O -1.983 1.898 -2.611 0.0 0.0 -0.1
O -0.517 4.007 -2.426 0.0 0.0 0.0
O -0.158 2.029 -0.861 0.2 -0.2 -0.1
H 0.467 -0.047 -4.605 0.0 0.0 0.0
H -1.060 0.612 -4.377 0.0 0.0 0.0
H -0.287 -0.132 -3.119 0.1 -0.1 0.1
H 1.110 2.254 -5.588 0.0 0.0 0.0
H 0.873 3.657 -4.524 0.0 0.0 0.0
H -0.537 2.839 -5.178 0.0 0.0 0.0
H 2.395 2.706 -1.507 0.0 0.0 0.0
H -2.328 1.332 -1.886 -0.1 0.0 0.1
C 3.727 -2.602 -2.048 0.0 -0.1 0.0
C 3.305 -2.523 -0.621 0.0 0.0 -0.1
C 3.378 -3.547 0.288 0.0 0.0 0.0
C 2.894 -3.324 1.579 0.0 0.0 0.0
N 2.369 -2.153 1.943 -0.1 0.0 0.0
C 2.269 -1.207 1.023 0.0 0.0 0.1
S 1.469 0.292 1.408 0.0 0.1 -0.2
N 2.783 -1.356 -0.207 -0.1 0.1 0.0
C 2.887 -4.414 2.600 0.0 0.0 0.0
H 3.988 -3.624 -2.310 0.0 0.0 0.0
H 4.582 -1.949 -2.228 0.0 0.0 0.0
H 2.912 -2.259 -2.687 0.0 0.0 0.0
H 3.758 -4.515 -0.005 0.0 0.0 0.0
H 2.603 -0.579 -0.923 0.0 -0.1 -0.1
H 3.843 -4.938 2.625 0.0 0.0 0.0
H 2.112 -5.134 2.325 0.0 0.0 0.0
H 2.648 -4.009 3.580 0.0 0.0 0.0
N -1.039 -0.708 3.545 0.0 0.0 0.0
C -1.057 -1.606 2.517 -0.1 0.0 0.1
O -1.296 -1.205 1.329 0.2 -0.1 -0.1
C -0.892 -2.968 2.822 0.1 0.0 0.0
C -0.602 -3.340 4.156 -0.2 -0.1 0.0
N -0.383 -3.606 5.260 0.1 0.0 0.0
C -0.869 -3.990 1.843 0.0 0.0 0.0
N -0.815 -4.892 1.125 0.0 0.0 0.0
H -0.814 0.235 3.281 0.0 0.0 0.0
H -0.633 -1.018 4.415 0.0 0.0 0.0
O 0.364 -2.614 -0.736 0.0 0.0 0.0
N -0.021 -1.955 -1.674 0.3 0.2 -0.1
O 0.160 -2.266 -2.855 -0.2 0.0 0.1
O -0.638 -0.825 -1.470 0.3 0.1 0.0
```
Positions in Å, forces in eV/Å.

## Properties
Total charge: -1
Calculated total energy (Ha): -4175.684569
<S²>: 0.7547
Highest occupied orbital energy (spin up / spin down) (Ha): -0.2052 / -0.2042
Relative energy (zero: lowest compared OMol25 entry of this formula, charge and spin) (kcal/mol): 1.6
Spin multiplicity: 2
Kohn-Sham gap (spin up / spin down) (eV): 6.936 / 6.594


# 2
A 2-piece molecular cluster, C5H13N2O overall, computed with the ωB97M-V functional and the def2-TZVPD basis.

Structure (XYZ):
```
21
Properties=species:S:1:pos:R:3:forces:R:3
C 1.131 0.052 2.189 -0.4 0.2 0.0
C 1.817 -0.892 1.242 0.8 -0.2 0.2
C 3.150 -0.760 1.009 -0.2 -0.2 -0.2
N 1.003 -1.857 0.727 -0.8 0.5 0.1
H 0.928 -0.375 3.175 0.1 -0.3 -0.1
H 0.154 0.286 1.750 0.0 0.2 0.1
H 1.721 0.952 2.363 0.0 0.1 -0.2
H 3.642 -1.409 0.290 0.0 0.0 0.1
H 3.748 0.008 1.478 -0.1 0.0 0.1
H -0.034 -1.442 0.410 0.3 -0.2 0.1
H 1.447 -2.464 0.060 0.2 0.0 -0.2
C -1.029 0.117 -0.952 -0.4 -0.2 0.3
O -1.225 -0.793 0.057 0.0 -0.1 -0.1
C -2.371 0.726 -1.389 0.2 0.3 0.4
N -2.187 1.895 -2.258 0.1 0.1 -0.8
H -0.389 0.969 -0.654 0.1 0.1 -0.1
H -0.554 -0.332 -1.851 0.1 0.1 -0.1
H -3.004 -0.070 -1.795 0.0 0.1 -0.2
H -2.872 1.066 -0.479 0.1 0.0 0.1
H -2.227 1.681 -3.250 0.1 -0.2 0.2
H -2.848 2.643 -2.121 -0.2 -0.1 0.3
```
Positions in Å, forces in eV/Å.

## Properties
Total charge: -1
Calculated total energy (Ha): -383.045023
Highest occupied orbital energy (Ha): -0.1147
Relative energy (zero: lowest compared OMol25 entry of this formula, charge and spin) (kcal/mol): 11.8
Kohn-Sham gap (eV): 7.102


# 3
One molecule with the formula C3H2O2 in a non-equilibrium geometry, computed with the ωB97M-V functional and the def2-TZVPD basis.

Structure (XYZ):
```
7
Properties=species:S:1:pos:R:3:forces:R:3
O -1.157 -2.459 -0.302 0.7 3.5 0.5
C -0.791 -1.308 -0.232 -2.2 -6.5 -0.6
C -0.124 -0.251 -0.388 1.0 2.3 -0.3
C 0.557 0.821 0.240 -2.4 0.7 4.9
O -0.317 1.072 -0.810 -0.8 0.2 -0.6
H 0.294 1.153 1.377 0.0 -0.7 -2.9
H 1.538 0.972 0.115 3.7 0.5 -1.1
```
Positions in Å, forces in eV/Å.

## Properties
Calculated total energy (Ha): -265.848299
Highest occupied orbital energy (Ha): -0.3375
Relative energy (zero: lowest compared OMol25 entry of this formula, charge and spin) (kcal/mol): 64.6
Kohn-Sham gap (eV): 9.141
SMILES: O=C=C1CO1


# 4
A 3-piece molecular cluster, C30H50FN3S overall in a non-equilibrium geometry, computed with the ωB97M-V functional and the def2-TZVPD basis.

Structure (XYZ):
```
85
Properties=species:S:1:pos:R:3:forces:R:3
C -2.975 0.408 3.310 -0.6 -0.3 0.1
C -3.509 0.464 1.769 -0.3 0.5 1.8
C -5.065 0.914 1.878 0.0 -0.4 0.2
C -2.621 1.546 0.967 -0.4 -0.3 -1.5
C -1.922 0.939 -0.359 1.0 -1.3 -2.3
C -2.705 -0.118 -1.216 4.3 1.4 -1.1
C -1.993 -0.666 -2.497 1.2 2.2 2.4
C -0.550 -0.204 -2.923 -2.2 0.7 2.1
C 0.040 -0.904 -4.239 0.6 -0.2 1.9
C -0.142 -2.514 -4.202 -0.1 0.6 -0.4
F -0.538 -0.293 -5.405 0.8 -1.1 1.5
C 0.239 0.866 -2.077 -3.9 -2.4 0.3
C -0.483 1.389 -0.812 -1.0 -1.6 -1.7
S 0.445 2.614 0.253 0.0 -0.5 -1.7
C 1.583 3.415 -0.950 1.4 1.0 -2.0
C 2.075 4.875 -0.632 1.4 -1.6 -3.4
C 3.064 5.581 -1.620 -1.9 -4.2 -0.3
C 3.470 4.788 -2.899 -1.8 -1.3 2.3
C 2.961 3.336 -3.209 -0.8 2.5 3.3
C 1.986 2.610 -2.207 2.5 3.9 -0.3
N 1.588 1.232 -2.545 -1.4 1.5 1.8
H -3.763 -0.076 4.008 1.2 0.7 -1.3
H -2.825 1.472 3.727 0.0 -1.6 -0.7
H -2.036 -0.234 3.411 -1.1 1.2 -0.2
H -3.443 -0.599 1.352 0.0 1.6 0.4
H -5.176 2.042 2.089 0.3 -1.7 -0.4
H -5.539 0.351 2.768 0.7 0.9 -1.4
H -5.680 0.635 0.950 1.0 0.6 1.2
H -3.364 2.341 0.568 1.3 -1.1 0.7
H -1.873 2.073 1.654 -1.0 -0.9 -1.1
H -3.746 -0.483 -0.891 1.9 0.7 -0.7
H -2.588 -1.452 -3.095 1.3 1.5 0.9
H 1.179 -0.727 -4.201 -1.8 0.1 -0.6
H 0.395 -2.936 -5.122 -0.9 0.5 1.3
H 0.361 -2.938 -3.251 -0.9 0.8 -1.5
H -1.251 -2.829 -4.221 1.8 0.5 0.0
H 1.710 5.409 0.309 0.5 -1.0 -1.5
H 3.448 6.633 -1.374 -0.6 -1.9 -0.6
H 4.204 5.296 -3.611 -1.2 -1.0 1.0
H 3.362 2.859 -4.160 -0.9 0.5 1.5
H 2.304 0.533 -2.306 -0.5 0.5 0.0
C 3.155 2.812 2.615 0.0 0.0 -0.1
C 3.212 3.506 3.969 0.1 -0.1 -0.2
N 4.378 4.366 4.134 0.3 0.1 0.2
C 4.605 4.781 5.515 0.1 -0.2 0.1
C 3.540 5.654 6.177 0.0 0.2 0.2
C 4.555 5.410 3.129 0.1 -0.2 -0.3
C 3.415 6.407 2.930 -0.1 0.3 -0.1
H 4.082 2.269 2.409 0.0 0.1 0.0
H 2.334 2.090 2.600 0.1 0.1 0.0
H 2.980 3.520 1.800 0.1 -0.1 0.0
H 3.246 2.718 4.729 0.1 0.2 0.1
H 2.275 4.054 4.130 -0.2 0.0 0.0
H 5.573 5.289 5.587 -0.1 0.0 -0.2
H 4.723 3.876 6.123 -0.1 0.0 -0.2
H 3.564 6.676 5.797 -0.1 -0.1 0.0
H 3.731 5.712 7.253 0.0 0.0 -0.1
H 2.533 5.252 6.047 0.1 0.0 0.0
H 4.752 4.926 2.166 -0.1 -0.1 0.1
H 5.476 5.966 3.341 -0.1 -0.2 0.2
H 2.440 5.918 2.850 0.1 0.0 0.1
H 3.574 6.964 2.002 0.0 0.0 0.0
H 3.372 7.141 3.735 -0.1 -0.1 0.0
C -2.911 -9.368 -1.818 -0.1 0.0 -0.1
C -2.244 -8.067 -1.388 0.0 -0.1 -0.2
N -1.719 -7.286 -2.503 0.3 0.2 -0.1
C -0.818 -6.215 -2.088 0.2 -0.1 0.1
C -1.399 -5.092 -1.231 0.0 0.3 0.0
C -2.675 -6.930 -3.547 -0.1 -0.3 -0.1
C -3.922 -6.151 -3.136 -0.2 0.2 -0.1
H -2.244 -9.967 -2.444 0.0 0.1 0.0
H -3.167 -9.964 -0.938 0.0 0.1 -0.1
H -3.837 -9.189 -2.370 0.1 0.0 0.0
H -1.413 -8.340 -0.728 0.1 0.3 -0.1
H -2.949 -7.488 -0.780 -0.1 0.0 0.1
H -0.345 -5.775 -2.974 -0.2 -0.1 -0.1
H 0.011 -6.669 -1.531 -0.1 -0.1 0.0
H -2.030 -4.423 -1.818 0.0 0.0 0.1
H -0.585 -4.483 -0.825 0.0 0.0 0.0
H -1.975 -5.470 -0.385 0.0 0.0 -0.1
H -3.001 -7.854 -4.040 0.0 0.0 0.1
H -2.157 -6.376 -4.339 0.2 0.0 0.2
H -4.412 -6.578 -2.258 0.1 0.0 0.0
H -4.650 -6.169 -3.953 0.0 0.0 0.0
H -3.699 -5.102 -2.936 0.0 -0.1 0.1
```
Positions in Å, forces in eV/Å.

## Properties
Calculated total energy (Ha): -1835.059802
Highest occupied orbital energy (Ha): -0.2850
Relative energy (zero: lowest compared OMol25 entry of this formula, charge and spin) (kcal/mol): 224.1
Kohn-Sham gap (eV): 8.015
SMILES: CC(C)Cc1ccc([C@@H](C)F)c2c1Sc1ccccc1N2.CCN(CC)CC.CCN(CC)CC


Question: The lowest calculated total energy belongs to which entry?
Answer: C21H22Cl2N8O11P2RuS


Question: relative energy (zero: lowest compared OMol25 entry of this formula, charge and spin) of number 1 (C21H22Cl2N8O11P2RuS)?
Answer: 1.6 kcal/mol


Question: Among the records above, which one has the highest relative energy (zero: lowest compared OMol25 entry of this formula, charge and spin)?
Answer: C30H50FN3S


Question: Which of these has the highest calculated total energy?
Answer: C3H2O2